Record 1
Here is a structure of composition C48H36CuO4P2S7 at a distorted geometry from the Open Molecules 2025 dataset. Energies are from the ωB97M-V functional and the def2-TZVPD basis.

Computed properties:
Calculated total energy in a.u.: -7262.2888
Gap between HOMO and LUMO (alpha / beta) in hartree: 0.1413 / 0.2355
Energy above the lowest of the compared OMol25 structures with the same formula, charge and spin in eV: 1.4247
Charge: -2
F_max in Eh/bohr: 0.0434
Multiplicity: 2

Each line ends with the Löwdin charge.
Positions of all 98 atoms, in Å:
Cu (0.25, 1.03, 0.53)  -0.217
O (-2.05, -0.69, 1.47)  -0.608
S (-1.82, -1.36, 0.13)  0.905
C (-3.50, -1.58, -0.43)  -0.310
C (-4.28, -2.73, -0.28)  -0.116
C (-5.54, -2.84, -0.86)  -0.069
C (-6.02, -1.79, -1.61)  -0.200
C (-7.29, -1.62, -2.40)  -0.137
C (-7.27, -0.15, -2.89)  -0.133
C (-5.94, 0.39, -2.42)  -0.191
C (-5.36, 1.64, -2.52)  -0.061
C (-4.13, 1.85, -1.92)  -0.107
C (-3.43, 0.85, -1.22)  -0.292
P (-1.82, 1.37, -0.49)  1.005
C (-1.18, 2.19, -2.00)  -0.377
C (-1.11, 3.54, -2.33)  -0.114
C (-0.60, 3.92, -3.56)  -0.098
C (-0.19, 2.97, -4.48)  -0.106
C (-0.24, 1.62, -4.15)  -0.090
C (-0.72, 1.24, -2.91)  -0.110
C (-2.42, 2.61, 0.69)  -0.320
C (-3.48, 2.19, 1.50)  -0.078
C (-3.94, 2.99, 2.53)  -0.091
C (-3.36, 4.23, 2.76)  -0.124
C (-2.28, 4.63, 1.99)  -0.102
C (-1.79, 3.82, 0.98)  -0.116
C (-4.00, -0.44, -1.11)  -0.170
C (-5.27, -0.61, -1.70)  -0.106
C (-1.33, -3.00, 0.62)  -0.340
C (-1.58, -4.10, -0.18)  -0.078
C (-1.33, -5.41, 0.26)  -0.022
C (-0.86, -5.58, 1.54)  -0.160
C (-0.60, -6.82, 2.35)  -0.108
C (0.01, -6.31, 3.68)  -0.111
C (-0.01, -4.81, 3.56)  -0.150
C (0.36, -3.81, 4.43)  -0.018
C (0.31, -2.49, 3.98)  -0.104
C (-0.14, -2.12, 2.71)  -0.281
P (0.10, -0.37, 2.26)  0.990
C (-0.82, 0.48, 3.59)  -0.294
C (-0.71, 1.85, 3.77)  -0.080
C (-1.43, 2.49, 4.77)  -0.102
C (-2.29, 1.77, 5.58)  -0.110
C (-2.49, 0.42, 5.33)  -0.089
C (-1.76, -0.22, 4.34)  -0.089
C (1.88, -0.21, 2.79)  -0.322
C (2.75, -1.29, 2.81)  -0.103
C (4.11, -1.11, 3.00)  -0.084
C (4.63, 0.16, 3.13)  -0.106
C (3.79, 1.26, 3.03)  -0.110
C (2.43, 1.07, 2.86)  -0.147
C (-0.66, -3.13, 1.86)  -0.144
C (-0.52, -4.46, 2.30)  -0.088
H (-3.89, -3.55, 0.29)  0.087
H (-6.12, -3.74, -0.71)  0.093
H (-8.17, -1.83, -1.80)  0.099
H (-7.30, -2.32, -3.25)  0.101
H (-8.09, 0.42, -2.45)  0.101
H (-7.37, -0.08, -3.97)  0.100
H (-5.87, 2.45, -3.03)  0.094
H (-3.68, 2.84, -1.99)  0.090
H (-1.43, 4.29, -1.63)  0.090
H (-0.54, 4.97, -3.81)  0.092
H (0.18, 3.28, -5.45)  0.089
H (0.10, 0.88, -4.85)  0.102
H (-0.74, 0.20, -2.63)  0.104
H (-3.91, 1.22, 1.34)  0.107
H (-4.75, 2.64, 3.16)  0.101
H (-3.73, 4.87, 3.55)  0.093
H (-1.80, 5.58, 2.19)  0.097
H (-0.89, 4.10, 0.46)  0.039
H (-2.00, -3.94, -1.16)  0.124
H (-1.53, -6.24, -0.40)  0.115
H (0.07, -7.49, 1.82)  0.115
H (-1.54, -7.36, 2.53)  0.111
H (1.04, -6.67, 3.80)  0.115
H (-0.56, -6.65, 4.54)  0.109
H (0.73, -4.03, 5.43)  0.106
H (0.67, -1.70, 4.64)  0.117
H (-0.08, 2.44, 3.12)  0.085
H (-1.32, 3.55, 4.91)  0.099
H (-2.84, 2.26, 6.38)  0.091
H (-3.22, -0.14, 5.90)  0.094
H (-1.93, -1.26, 4.14)  0.101
H (2.37, -2.29, 2.67)  0.100
H (4.76, -1.97, 3.01)  0.100
H (5.70, 0.31, 3.29)  0.090
H (4.19, 2.26, 3.06)  0.099
H (1.80, 1.94, 2.75)  0.041
S (3.17, -1.10, -1.15)  0.139
S (2.94, 0.75, -1.99)  -0.008
S (3.23, 2.14, -0.48)  -0.107
S (1.45, 2.94, 0.08)  0.058
O (2.19, -3.65, -2.41)  -0.411
S (2.24, -3.61, -0.97)  0.110
O (3.56, -3.45, -0.39)  -0.487
O (1.43, -4.61, -0.31)  -0.363
S (1.33, -1.74, -0.49)  0.358

***

Record 2
Here is the ion C9H12N3O with charge +1 at a distorted geometry from the Open Molecules 2025 dataset. Energies are from the ωB97M-V functional and the def2-TZVPD basis.

Computed properties:
Calculated total energy in a.u.: -589.2555
Gap between HOMO and LUMO (alpha / beta) in hartree: 0.2277 / 0.1985
Energy above the lowest of the compared OMol25 structures with the same formula, charge and spin in eV: 0.3857
Charge: +1
F_max in Eh/bohr: 0.0889
Multiplicity: 3

Each line ends with the Löwdin charge.
Positions of all 25 atoms, in Å:
C (-1.41, -0.87, 0.49)  -0.188
C (-2.71, -0.76, -0.23)  0.016
C (-1.35, 0.49, 1.26)  -0.013
C (-0.20, -1.28, -0.40)  -0.310
C (-0.07, -0.45, -1.53)  -0.093
C (1.03, -1.28, 0.49)  0.023
C (0.73, 0.65, -1.54)  -0.035
C (1.94, -0.28, 0.39)  -0.240
C (1.73, 0.77, -0.59)  -0.292
N (-3.28, 0.37, -0.05)  0.120
N (-2.63, 1.05, 0.80)  0.101
N (2.58, 1.81, -0.65)  0.129
O (2.96, -0.17, 1.32)  0.081
H (-1.67, -1.71, 1.31)  0.213
H (-3.05, -1.50, -0.90)  0.141
H (-0.42, -2.27, -0.83)  0.158
H (-0.70, -0.61, -2.41)  0.122
H (1.19, -2.10, 1.23)  0.137
H (0.83, 1.35, -2.37)  0.126
H (-0.57, 1.10, 0.98)  0.105
H (-2.95, 2.04, 0.81)  0.203
H (-1.33, 0.35, 2.34)  0.150
H (2.62, 2.53, -1.46)  0.161
H (3.41, 1.74, -0.05)  0.115
H (3.33, -0.94, 1.61)  0.071

***

Record 3
Here is the molecule C8H11N at a distorted geometry from the Open Molecules 2025 dataset. Energies are from the ωB97M-V functional and the def2-TZVPD basis.

Computed properties:
Calculated total energy in a.u.: -365.9785
Gap between HOMO and LUMO (alpha / beta) in hartree: 0.2834 / 0.2835
Energy above the lowest of the compared OMol25 structures with the same formula, charge and spin in eV: 4.3411
Charge: 0
F_max in Eh/bohr: 0.0967

Each line ends with the Löwdin charge.
Positions of all 20 atoms, in Å:
C (-0.31, 0.88, 0.20)  -0.277
C (0.49, -0.14, 0.55)  -0.016
C (-1.66, 0.30, -0.01)  -0.281
C (-1.42, -1.12, 0.10)  -0.154
C (-2.84, 0.90, 0.23)  0.071
C (0.13, 2.25, -0.16)  -0.028
C (2.29, -1.38, -0.45)  -0.101
C (1.77, -0.69, 0.80)  -0.264
N (-1.66, -2.30, -0.03)  0.143
H (-3.78, 0.43, 0.02)  0.055
H (-2.85, 2.01, 0.17)  0.076
H (0.64, 2.04, -1.17)  0.118
H (0.88, 2.55, 0.48)  0.046
H (-0.59, 3.00, -0.32)  0.051
H (2.20, -0.69, -1.22)  0.040
H (1.51, -2.15, -0.84)  0.113
H (3.26, -1.70, -0.40)  0.040
H (2.58, 0.02, 1.06)  0.113
H (1.73, -1.46, 1.67)  0.144
H (-2.38, -2.74, -0.68)  0.111

***

Record 4
Here is a structure of composition C14H38N8O9Zn2 at a distorted geometry from the Open Molecules 2025 dataset. Energies are from the ωB97M-V functional and the def2-TZVPD basis.

Computed properties:
Calculated total energy in a.u.: -5229.4519
Gap between HOMO and LUMO in hartree: 0.1845
Charge: +2
F_max in Eh/bohr: 0.1964

Each line ends with the Löwdin charge.
Positions of all 71 atoms, in Å:
Zn (-3.57, -18.46, -4.04)  1.069
Zn (-4.39, -14.64, -4.38)  1.176
C (-4.55, -16.51, -2.71)  -0.895
O (-4.77, -17.74, -2.61)  -0.050
O (-5.31, -15.56, -2.83)  -0.046
O (-3.68, -16.35, -3.58)  -0.138
C (-7.72, -17.41, -0.34)  -0.777
O (-8.43, -17.15, 0.60)  0.067
N (-6.42, -17.19, -0.31)  0.169
N (-8.10, -18.01, -1.44)  0.177
H (-6.23, -16.70, 0.56)  0.118
H (-5.86, -17.26, -1.14)  0.040
H (-7.45, -18.29, -2.15)  0.084
H (-9.10, -18.05, -1.61)  0.138
C (-6.23, -12.58, -0.97)  -0.759
O (-6.13, -12.14, -2.10)  0.021
N (-6.80, -11.88, -0.03)  0.182
N (-5.89, -13.81, -0.54)  0.170
H (-6.70, -12.15, 0.94)  0.119
H (-7.27, -11.01, -0.24)  0.133
H (-5.45, -14.33, -1.29)  0.049
H (-6.01, -14.16, 0.40)  0.112
C (-8.38, -16.69, -4.42)  -0.771
O (-9.26, -16.78, -5.28)  0.040
N (-7.26, -17.36, -4.40)  0.162
N (-8.42, -15.78, -3.50)  0.182
H (-6.99, -18.15, -4.96)  0.125
H (-6.69, -16.95, -3.67)  0.042
H (-9.18, -15.14, -3.68)  0.143
H (-7.93, -15.86, -2.62)  0.094
C (-3.81, -23.37, -1.38)  -0.162
O (-2.57, -22.92, -1.76)  -0.152
C (-2.44, -21.55, -1.16)  -0.126
C (-3.25, -20.65, -2.14)  -0.133
N (-2.42, -19.59, -2.83)  -0.134
C (-1.22, -20.08, -3.53)  -0.130
C (-0.50, -19.01, -4.41)  -0.144
O (-1.51, -18.12, -4.86)  -0.246
C (-1.11, -17.42, -6.02)  -0.074
H (-4.01, -23.14, -0.34)  0.101
H (-3.91, -24.44, -1.54)  0.104
H (-4.67, -23.11, -2.00)  0.089
H (-1.40, -21.26, -1.01)  0.119
H (-2.74, -21.43, -0.12)  0.126
H (-4.02, -20.09, -1.60)  0.122
H (-3.62, -21.21, -2.99)  0.122
H (-2.07, -19.18, -1.98)  0.136
H (-1.66, -20.84, -4.19)  0.141
H (-0.48, -20.45, -2.83)  0.138
H (-0.01, -19.67, -5.12)  0.143
H (0.30, -18.45, -3.94)  0.144
H (-1.90, -16.91, -6.56)  0.097
H (-0.47, -17.86, -6.78)  0.118
H (-0.56, -16.54, -5.67)  0.091
C (-1.25, -14.53, -3.33)  -0.028
C (-2.33, -13.80, -2.51)  -0.426
C (-1.97, -12.76, -1.44)  -0.162
O (-3.13, -12.18, -0.80)  -0.200
C (-2.74, -11.64, 0.46)  -0.069
N (-3.14, -13.14, -3.46)  0.063
H (-1.60, -15.11, -4.19)  0.038
H (-0.70, -15.24, -2.72)  0.099
H (-0.63, -13.76, -3.80)  0.098
H (-2.87, -14.55, -1.92)  0.131
H (-1.29, -12.03, -1.88)  0.142
H (-1.39, -13.17, -0.62)  0.133
H (-2.77, -12.44, 1.21)  0.097
H (-3.49, -10.87, 0.62)  0.106
H (-1.72, -11.27, 0.45)  0.096
H (-3.60, -12.55, -2.77)  0.085
H (-2.53, -12.49, -3.94)  0.127

***

Record 5
Here is a cluster of 2 separate species, C4H5NO3 in total at a distorted geometry from the Open Molecules 2025 dataset. Energies are from the ωB97M-V functional and the def2-TZVPD basis.

Computed properties:
Calculated total energy in a.u.: -435.7350
Gap between HOMO and LUMO in hartree: 0.3175
Energy above the lowest of the compared OMol25 structures with the same formula, charge and spin in eV: 5.0482
Charge: 0
F_max in Eh/bohr: 0.1676

Each line ends with the Löwdin charge.
Positions of all 13 atoms, in Å:
C (2.25, -0.03, 0.14)  -0.038
C (-0.11, -0.15, -0.49)  -0.309
C (-0.51, 1.15, -0.18)  -0.080
C (-2.41, -0.19, 0.02)  -0.427
H (2.10, 0.77, 1.04)  0.134
H (3.09, -0.60, 0.48)  0.070
H (2.24, 0.37, -0.84)  0.071
H (0.13, 1.94, 0.08)  0.106
H (-1.21, -1.98, 0.34)  0.334
N (-1.27, -0.87, -0.54)  0.121
O (1.06, -0.92, -0.11)  -0.134
O (-1.83, 1.11, -0.17)  0.038
O (-3.53, -0.61, 0.21)  0.112

***

Record 6
Here is a cluster of 2 separate species, HN3O3 in total at a distorted geometry from the Open Molecules 2025 dataset. Energies are from the ωB97M-V functional and the def2-TZVPD basis.

Computed properties:
Calculated total energy in a.u.: -390.2404
Gap between HOMO and LUMO (alpha / beta) in hartree: 0.2638 / 0.2334
Energy above the lowest of the compared OMol25 structures with the same formula, charge and spin in eV: 2.3517
Charge: -2
F_max in Eh/bohr: 0.1014

Each line ends with the Löwdin charge.
Positions of all 7 atoms, in Å:
N (-0.38, 0.44, -0.75)  -0.130
N (0.88, 0.15, -0.92)  -0.070
N (-1.11, -0.13, 0.15)  -0.511
O (2.40, 1.04, 0.75)  -0.841
O (-0.85, -1.19, 0.88)  -0.216
O (-2.38, 0.14, 0.05)  -0.245
H (1.43, -0.45, -0.17)  0.013

***

Record 7
Here is a structure of composition C13H11O5PV at a distorted geometry from the Open Molecules 2025 dataset. Energies are from the ωB97M-V functional and the def2-TZVPD basis.

Computed properties:
Calculated total energy in a.u.: -2162.9093
Gap between HOMO and LUMO (alpha / beta) in hartree: 0.2842 / 0.1828
Charge: +2
F_max in Eh/bohr: 0.1434
Multiplicity: 4

Each line ends with the Löwdin charge.
Positions of all 31 atoms, in Å:
O (4.89, -2.48, -0.55)  0.253
C (3.84, -1.98, -0.59)  0.006
V (2.14, -0.94, -0.58)  0.129
O (2.89, 0.61, -3.21)  0.235
C (2.62, 0.01, -2.25)  -0.062
C (1.47, -1.78, 1.08)  -0.039
O (1.28, -2.33, 2.09)  0.254
C (2.99, 0.41, 0.58)  -0.048
O (3.49, 1.20, 1.27)  0.248
C (1.14, -2.32, -1.59)  -0.050
O (0.67, -3.21, -2.18)  0.243
C (-1.03, 0.64, -2.21)  -0.185
P (0.11, 0.46, -0.77)  0.892
C (0.63, 2.18, -0.53)  -0.222
C (-1.15, 0.24, 0.57)  -0.374
C (-1.15, 0.98, 1.76)  -0.078
C (-2.19, 0.81, 2.67)  -0.038
C (-3.21, -0.12, 2.43)  -0.028
C (-3.15, -0.93, 1.29)  -0.040
C (-2.11, -0.77, 0.37)  -0.102
H (-0.52, 1.00, -3.13)  0.072
H (-1.74, 1.42, -1.86)  0.084
H (-1.58, -0.29, -2.43)  0.064
H (-0.28, 2.80, -0.52)  0.088
H (1.20, 2.31, 0.39)  0.044
H (1.26, 2.42, -1.40)  0.063
H (-0.33, 1.66, 1.99)  0.108
H (-2.21, 1.40, 3.59)  0.124
H (-4.02, -0.25, 3.14)  0.127
H (-3.91, -1.70, 1.10)  0.126
H (-2.03, -1.44, -0.50)  0.105

***

Record 8
Here is the molecule C3H4NOP at a distorted geometry from the Open Molecules 2025 dataset. Energies are from the ωB97M-V functional and the def2-TZVPD basis.

Computed properties:
Calculated total energy in a.u.: -587.9649
Gap between HOMO and LUMO in hartree: 0.3127
Energy above the lowest of the compared OMol25 structures with the same formula, charge and spin in eV: 1.6731
Charge: 0
F_max in Eh/bohr: 0.0698

Each line ends with the Löwdin charge.
Positions of all 10 atoms, in Å:
C (0.79, -0.66, -1.39)  -0.147
C (0.02, 0.08, -0.37)  -0.633
C (-0.50, -0.47, 0.95)  -0.062
N (-0.40, -0.46, -1.71)  0.122
O (0.03, 2.39, 0.90)  -0.488
P (0.35, 1.92, -0.43)  0.911
H (1.78, -1.18, -1.74)  0.150
H (0.04, -1.22, 1.34)  0.041
H (-1.47, -0.81, 0.87)  0.055
H (-0.63, 0.41, 1.57)  0.052